Entry 1:
ORCA calculation (the ωB97M-V functional and the def2-TZVPD basis) on a molecular structure, C27H40N5O4Ta.

Element x y z (Å)
Ta (-0.245, -0.037, 0.175)
C (-2.046, -1.104, 2.837)
N (-1.048, -1.751, 1.953)
C (-1.621, -3.029, 1.447)
C (-2.699, -2.932, 0.389)
C (-2.089, -2.995, -0.987)
N (-1.159, -1.860, -1.302)
C (-0.946, -1.840, -2.572)
C (-0.149, -0.938, -3.384)
C (0.145, -1.251, -4.716)
C (0.857, -0.359, -5.494)
C (1.255, 0.867, -4.953)
C (0.956, 1.201, -3.641)
C (0.263, 0.286, -2.869)
O (-0.080, 0.534, -1.598)
C (0.050, -2.216, 2.854)
C (1.292, -2.553, 2.039)
C (2.172, -1.323, 2.042)
N (1.338, -0.114, 1.841)
C (1.804, 0.920, 2.467)
C (1.453, 2.302, 2.313)
C (2.171, 3.289, 3.003)
C (1.914, 4.622, 2.768)
C (0.936, 4.977, 1.833)
C (0.213, 4.014, 1.151)
C (0.478, 2.680, 1.400)
O (-0.240, 1.712, 0.801)
H (-2.278, -1.772, 3.672)
H (-2.960, -0.884, 2.299)
H (-1.639, -0.177, 3.234)
H (-1.981, -3.593, 2.312)
H (-0.792, -3.603, 1.032)
H (-3.327, -2.058, 0.499)
H (-3.362, -3.790, 0.506)
H (-2.872, -3.025, -1.744)
H (-1.529, -3.931, -1.064)
H (-1.414, -2.630, -3.166)
H (-0.195, -2.192, -5.132)
H (1.084, -0.597, -6.523)
H (1.789, 1.576, -5.571)
H (1.235, 2.154, -3.211)
H (-0.308, -3.059, 3.447)
H (0.277, -1.413, 3.552)
H (1.012, -2.814, 1.018)
H (1.829, -3.413, 2.438)
H (2.933, -1.329, 1.261)
H (2.677, -1.247, 3.006)
H (2.623, 0.733, 3.163)
H (2.932, 2.990, 3.713)
H (2.463, 5.387, 3.297)
H (0.733, 6.022, 1.644)
H (-0.555, 4.287, 0.439)
C (4.823, 0.524, -2.741)
O (3.871, 1.036, -1.788)
C (2.961, 0.252, -1.252)
O (2.189, 0.689, -0.412)
N (2.934, -1.059, -1.625)
N (1.885, -1.854, -1.142)
H (5.474, 1.358, -2.974)
H (4.314, 0.196, -3.649)
H (5.412, -0.282, -2.303)
H (3.499, -1.412, -2.381)
H (2.276, -2.703, -0.746)
H (1.284, -2.111, -1.920)
C (-3.026, 1.950, 2.065)
C (-3.005, 1.770, 0.552)
C (-4.415, 1.923, -0.016)
C (-2.413, 0.436, 0.059)
H (-3.412, 2.938, 2.318)
H (-2.029, 1.870, 2.504)
H (-3.684, 1.222, 2.545)
H (-2.385, 2.569, 0.134)
H (-5.084, 1.155, 0.379)
H (-4.418, 1.847, -1.104)
H (-4.833, 2.894, 0.255)
H (-2.508, 0.445, -1.034)
H (-3.062, -0.380, 0.359)

**Spin multiplicity**: 1
**Total charge**: +2
**Energy above the lowest of the compared OMol25 structures with the same formula, charge and spin**: 0.000 eV
**Largest force on an atom**: 0.8 eV/A
**E_LUMO**: -6.37 eV

Atom charges from the Mulliken analysis, given in e for atoms 1 to 8: Ta 1.401; C -1.365; N 0.161; C -1.008; C -0.958; C -1.443; N 0.263; C -0.385

---

Entry 2:
ORCA calculation (the ωB97M-V functional and the def2-TZVPD basis) on a molecular structure, C27H41AlF9OP2 at a distorted geometry.

Element x y z (Å)
Al (-0.571, 1.076, -0.374)
C (-0.383, -3.035, 1.879)
C (0.976, -3.340, 1.594)
C (0.919, -1.332, 2.719)
C (-0.420, -1.795, 2.570)
C (1.789, -2.288, 2.114)
C (-1.566, -3.861, 1.559)
H (-1.307, -4.669, 0.865)
H (-2.363, -3.254, 1.104)
H (-1.985, -4.321, 2.467)
C (-1.627, -1.129, 3.083)
H (-2.495, -1.339, 2.446)
H (-1.493, -0.044, 3.134)
H (-1.872, -1.479, 4.099)
C (1.294, -0.056, 3.362)
H (0.950, -0.031, 4.407)
H (0.832, 0.804, 2.854)
H (2.381, 0.087, 3.361)
C (3.260, -2.212, 2.074)
H (3.701, -2.469, 3.051)
H (3.606, -1.198, 1.817)
H (3.672, -2.908, 1.332)
C (1.466, -4.557, 0.910)
H (1.694, -5.357, 1.630)
H (2.382, -4.349, 0.343)
H (0.712, -4.943, 0.213)
C (-1.688, 1.183, -1.804)
C (-2.127, -0.209, -2.185)
C (-0.978, -1.177, -2.534)
C (0.143, -1.448, -1.505)
C (0.596, -0.297, -0.624)
C (1.475, 0.796, -1.276)
C (0.832, 1.934, -2.215)
C (-0.609, 1.760, -2.783)
H (-0.499, -0.831, -3.466)
H (1.004, -1.850, -2.066)
H (-1.433, -2.145, -2.790)
H (-0.552, 1.161, -3.707)
H (-2.522, 1.879, -1.699)
H (-2.720, -0.105, -3.119)
H (-0.946, 2.757, -3.119)
H (0.936, 2.917, -1.725)
H (2.076, 0.230, -2.013)
H (1.503, 1.983, -3.088)
H (-0.171, -2.264, -0.835)
H (1.068, -0.683, 0.280)
P (-3.771, -1.224, -1.438)
C (-5.023, 0.043, -1.856)
C (-4.096, -2.506, -2.706)
P (4.421, 1.325, -0.526)
C (2.526, 1.392, -0.255)
C (4.579, -0.265, -1.437)
C (4.560, 2.520, -1.915)
H (-4.845, 0.923, -1.219)
H (-6.008, -0.375, -1.623)
H (-4.975, 0.330, -2.914)
H (-3.979, -2.135, -3.733)
H (-5.119, -2.869, -2.542)
H (-3.404, -3.342, -2.523)
H (4.488, 2.023, -2.888)
H (5.547, 2.992, -1.823)
H (3.795, 3.300, -1.813)
H (2.315, 2.459, -0.075)
H (2.429, 0.869, 0.714)
H (5.592, -0.636, -1.229)
H (4.469, -0.123, -2.517)
H (3.863, -1.008, -1.064)
F (-1.004, 4.079, -0.732)
C (-1.753, 3.948, 0.404)
F (-2.107, 5.185, 0.815)
F (-2.895, 3.283, 0.047)
C (-0.963, 3.154, 1.472)
O (-0.226, 2.090, 0.970)
C (0.122, 4.050, 2.139)
F (-0.353, 5.106, 2.838)
F (0.891, 3.301, 2.974)
F (0.961, 4.518, 1.171)
C (-1.996, 2.647, 2.500)
F (-2.914, 3.578, 2.849)
F (-2.664, 1.582, 1.956)
F (-1.401, 2.195, 3.639)

**Spin multiplicity**: 1
**Total charge**: +1
**Energy above the lowest of the compared OMol25 structures with the same formula, charge and spin**: 0.016 eV
**Largest force on an atom**: 3.3 eV/A
**E_LUMO (spin up / spin down)**: -5.74 / -5.77 eV

Atom charges from the Mulliken analysis, given in e for atoms 1 to 8: Al -1.043; C 0.514; C 0.718; C 0.643; C 1.260; C 0.516; C -1.452; H 0.341

---

Entry 3:
ORCA calculation (the ωB97M-V functional and the def2-TZVPD basis) on a molecular structure, C27H41CdN2O4S6Sb at a distorted geometry.

Element x y z (Å)
Cd (0.345, 0.276, -0.048)
C (-2.098, -1.666, -4.320)
C (-1.031, -1.453, -3.263)
C (0.239, -2.226, -3.604)
O (-1.605, -1.942, -2.049)
C (-0.681, 0.060, -3.114)
O (-1.331, 0.880, -3.777)
O (0.289, 0.349, -2.338)
H (-2.240, -2.738, -4.479)
H (-1.816, -1.184, -5.255)
H (-3.037, -1.229, -3.982)
H (0.022, -3.297, -3.611)
H (1.016, -2.020, -2.868)
H (0.615, -1.930, -4.587)
H (-0.915, -2.113, -1.394)
S (2.477, 1.451, 0.647)
Sb (1.588, 1.952, 2.866)
S (-0.545, 0.580, 2.418)
S (-0.124, -1.255, 3.272)
S (0.833, 4.122, 2.744)
C (3.027, -6.653, 1.878)
C (1.590, -6.918, 1.436)
C (0.867, -5.704, 0.856)
C (0.554, -4.590, 1.849)
N (1.715, -3.750, 2.148)
C (1.790, -2.505, 1.563)
S (1.188, -2.265, -0.054)
N (2.784, -1.706, 1.964)
C (3.374, -1.770, 3.285)
C (4.544, -2.751, 3.393)
C (5.832, -2.280, 2.718)
C (5.784, -2.283, 1.192)
H (3.502, -7.568, 2.241)
H (3.070, -5.909, 2.675)
H (3.621, -6.263, 1.049)
H (1.015, -7.300, 2.287)
H (1.595, -7.713, 0.684)
H (-0.082, -6.037, 0.424)
H (1.452, -5.270, 0.041)
H (0.193, -5.012, 2.791)
H (-0.240, -3.954, 1.456)
H (1.878, -3.677, 3.144)
H (2.753, -0.773, 1.524)
H (2.596, -2.004, 4.021)
H (3.716, -0.760, 3.523)
H (4.243, -3.709, 2.957)
H (4.742, -2.920, 4.456)
H (6.650, -2.928, 3.049)
H (6.069, -1.271, 3.072)
H (5.494, -3.268, 0.817)
H (6.763, -2.034, 0.775)
H (5.058, -1.569, 0.806)
O (-1.874, 1.241, -0.544)
S (-1.566, 2.495, -1.338)
C (-1.316, 3.822, -0.120)
C (-2.468, 4.144, 0.782)
C (-3.082, 3.169, 1.569)
C (-4.136, 3.508, 2.404)
C (-4.591, 4.818, 2.476)
C (-3.977, 5.796, 1.706)
C (-2.926, 5.456, 0.867)
C (-3.181, 3.001, -1.978)
C (-3.071, 4.295, -2.727)
C (-2.158, 4.395, -3.779)
C (-2.002, 5.595, -4.456)
C (-2.760, 6.705, -4.100)
C (-3.681, 6.605, -3.067)
C (-3.833, 5.405, -2.384)
H (-1.012, 4.695, -0.702)
H (-0.438, 3.509, 0.461)
H (-2.722, 2.149, 1.532)
H (-4.590, 2.740, 3.019)
H (-5.403, 5.080, 3.144)
H (-4.311, 6.826, 1.761)
H (-2.439, 6.222, 0.274)
H (-3.876, 3.021, -1.139)
H (-3.425, 2.180, -2.658)
H (-1.577, 3.519, -4.053)
H (-1.282, 5.665, -5.262)
H (-2.628, 7.645, -4.622)
H (-4.276, 7.464, -2.783)
H (-4.538, 5.331, -1.564)

**Spin multiplicity**: 1
**Total charge**: -2
**Energy above the lowest of the compared OMol25 structures with the same formula, charge and spin**: 0.836 eV
**Largest force on an atom**: 1.6 eV/A
**E_LUMO**: 4.16 eV

Atom charges from the Mulliken analysis, given in e for atoms 1 to 8: Cd 1.846; C -1.871; C 2.299; C -1.557; O -0.669; C 0.100; O -0.683; O -0.955